{
  "formula": "C33H43BrN4O3P2PtS2",
  "method": "the ωB97M-V functional and the def2-TZVPD basis",
  "elements": ["Pt", "Br", "C", "C", "C", "C", "C", "C", "N", "N", "C", "C", "C", "C", "O", "C", "N", "C", "C", "C", "C", "H", "H", "H", "H", "H", "H", "H", "H", "H", "C", "C", "C", "O", "P", "S", "S", "O", "C", "C", "C", "H", "H", "H", "H", "H", "H", "H", "H", "H", "H", "H", "H", "H", "H", "C", "C", "C", "C", "N", "H", "H", "H", "H", "H", "H", "H", "H", "H", "C", "P", "C", "C", "C", "C", "C", "C", "C", "H", "H", "H", "H", "H", "H", "H", "H", "H", "H", "H"],
  "coordinates": [[-0.401, -0.356, -0.415], [-7.228, 4.748, -5.055], [-5.906, 5.229, -3.760], [-4.566, 4.974, -4.005], [-3.600, 5.328, -3.080], [-3.949, 5.975, -1.861], [-5.339, 6.200, -1.650], [-6.296, 5.839, -2.572], [-3.094, 6.478, -0.934], [-1.786, 6.193, -0.941], [-1.310, 4.901, -1.163], [-0.059, 4.786, -1.762], [0.575, 3.568, -1.999], [0.038, 2.353, -1.577], [0.634, 1.210, -1.748], [-1.228, 2.440, -0.892], [-1.731, 1.267, -0.377], [-2.895, 1.253, 0.229], [-3.640, 2.425, 0.431], [-3.140, 3.620, -0.009], [-1.914, 3.675, -0.712], [-4.269, 4.490, -4.928], [-2.565, 5.118, -3.303], [-5.626, 6.695, -0.729], [-7.344, 6.029, -2.375], [0.416, 5.711, -2.075], [1.538, 3.544, -2.499], [-3.231, 0.288, 0.589], [-4.588, 2.368, 0.947], [-3.671, 4.542, 0.175], [-2.852, -5.432, -2.471], [-2.169, -4.836, -1.256], [-1.213, -5.791, -0.571], [-3.178, -4.467, -0.298], [-3.372, -2.866, -0.022], [-3.959, -1.913, -1.610], [-1.696, -2.220, 0.864], [-4.599, -2.956, 1.027], [-4.816, -3.908, 2.077], [-3.567, -4.317, 2.840], [-5.578, -5.107, 1.533], [-2.112, -5.695, -3.232], [-3.550, -4.708, -2.887], [-3.397, -6.338, -2.190], [-1.619, -3.936, -1.550], [-1.748, -6.682, -0.230], [-0.759, -5.297, 0.289], [-0.420, -6.100, -1.257], [-5.471, -3.368, 2.767], [-2.886, -4.888, 2.208], [-3.871, -4.942, 3.685], [-3.030, -3.446, 3.210], [-4.944, -5.688, 0.865], [-6.453, -4.769, 0.975], [-5.910, -5.744, 2.357], [1.572, -3.679, -1.749], [1.699, -2.156, -1.908], [3.114, -1.817, -2.377], [0.720, -1.702, -2.995], [1.349, -1.590, -0.595], [1.644, -4.189, -2.716], [0.608, -3.907, -1.292], [2.357, -4.063, -1.089], [3.286, -2.270, -3.358], [3.874, -2.205, -1.699], [3.233, -0.734, -2.482], [0.988, -2.181, -3.945], [0.739, -0.619, -3.106], [-0.300, -1.995, -2.737], [3.857, -1.045, 0.607], [2.057, -0.644, 0.473], [1.544, -1.171, 2.133], [2.188, 1.187, 0.584], [3.238, 1.888, 0.001], [3.335, 3.266, 0.145], [2.388, 3.960, 0.883], [1.334, 3.271, 1.463], [1.232, 1.897, 1.310], [4.258, -0.569, 1.505], [4.438, -0.714, -0.250], [3.953, -2.129, 0.700], [1.898, -0.460, 2.881], [1.985, -2.153, 2.318], [0.461, -1.254, 2.182], [3.976, 1.371, -0.601], [4.142, 3.798, -0.345], [2.444, 5.038, 0.968], [0.561, 3.808, 2.000], [0.379, 1.369, 1.716]],
  "lowdin_charge": [0.6840, 0.6026, -0.7325, -0.1607, -0.0331, -0.3543, -0.0696, -0.1789, -0.0600, -0.0146, -0.3094, -0.0691, -0.0465, -0.4093, -0.2202, -0.1413, -0.0572, -0.1552, -0.0512, -0.0026, -0.0881, 0.0894, 0.0951, 0.0900, 0.0819, 0.0933, 0.1007, 0.0577, 0.0951, 0.0947, -0.0549, -0.5240, -0.0670, -0.3582, -0.1710, 0.2155, 0.2603, -0.3281, -0.4633, -0.0885, -0.0599, 0.0775, 0.0560, 0.0767, 0.0854, 0.0776, 0.0685, 0.0727, 0.1328, 0.0627, 0.0747, 0.0533, 0.0685, 0.0806, 0.0722, -0.0565, -0.6664, -0.0684, -0.0751, -0.2789, 0.0790, 0.0475, 0.0754, 0.0770, 0.0523, 0.0858, 0.0762, 0.0580, 0.0648, -0.2063, 0.7000, -0.2029, -0.3130, -0.0959, -0.0976, -0.0982, -0.0743, -0.1085, 0.0490, 0.0184, 0.0423, 0.0504, 0.0473, -0.0235, 0.0930, 0.0946, 0.1000, 0.1089, 0.0951],
  "multiplicity": 3,
  "total_charge": -2,
  "lumo_energy_ev": [4.002, 3.998],
  "largest_force_ev_per_a": 0.5,
  "e_homo_ev": [-0.2, -0.9]
}

***

{
  "formula": "C33H43BrN5OPdSe2",
  "method": "the ωB97M-V functional and the def2-TZVPD basis",
  "elements": ["Pd", "O", "C", "C", "C", "N", "C", "Br", "C", "H", "H", "H", "H", "C", "C", "C", "C", "C", "C", "C", "C", "C", "C", "C", "C", "N", "H", "H", "H", "H", "H", "H", "H", "H", "H", "H", "H", "H", "H", "H", "H", "H", "H", "C", "C", "C", "C", "N", "C", "Se", "N", "C", "C", "C", "C", "C", "C", "C", "C", "C", "C", "H", "H", "H", "H", "H", "H", "H", "H", "H", "H", "H", "H", "H", "H", "H", "H", "H", "H", "H", "H", "H", "H", "Se", "C", "N"],
  "coordinates": [[-1.231, -0.458, 1.926], [-1.042, -0.224, 8.151], [-1.010, -0.235, 6.813], [-0.782, 0.897, 6.035], [-0.781, 0.759, 4.669], [-0.982, -0.409, 4.039], [-1.209, -1.481, 4.804], [-1.550, -3.120, 3.950], [-1.224, -1.453, 6.179], [-0.904, 0.665, 8.498], [-0.619, 1.868, 6.482], [-0.626, 1.616, 4.029], [-1.409, -2.346, 6.757], [1.504, 2.759, 2.317], [1.487, 2.564, 0.796], [0.069, 2.660, 0.217], [2.234, 1.314, 0.429], [3.302, 1.412, -0.436], [4.135, 0.315, -0.651], [3.933, -0.918, -0.025], [2.834, -1.122, 0.773], [2.714, -2.440, 1.490], [1.502, -3.296, 1.126], [2.779, -2.198, 3.007], [1.880, -0.005, 0.971], [0.753, -0.149, 1.552], [1.096, 3.740, 2.565], [2.517, 2.703, 2.718], [0.903, 1.993, 2.801], [2.063, 3.380, 0.353], [-0.574, 1.856, 0.576], [0.095, 2.627, -0.877], [-0.369, 3.612, 0.516], [3.535, 2.359, -0.906], [4.993, 0.433, -1.304], [4.646, -1.717, -0.184], [3.603, -3.006, 1.200], [0.575, -2.808, 1.400], [1.573, -4.242, 1.668], [1.468, -3.523, 0.059], [1.889, -1.661, 3.341], [3.661, -1.620, 3.290], [2.819, -3.156, 3.527], [-5.175, -0.386, -1.690], [-4.380, 0.395, -2.730], [-3.914, 1.763, -2.235], [-2.791, 1.715, -1.206], [-1.544, 1.223, -1.790], [-0.963, 0.037, -1.557], [-1.486, -1.310, -0.353], [0.116, -0.070, -2.355], [1.015, -1.217, -2.444], [0.608, -2.175, -3.554], [1.665, -3.245, -3.810], [1.924, -4.148, -2.608], [0.224, 1.073, -3.139], [1.150, 1.447, -4.105], [0.985, 2.698, -4.670], [-0.063, 3.545, -4.282], [-0.985, 3.165, -3.324], [-0.822, 1.903, -2.766], [-5.576, -1.306, -2.117], [-6.015, 0.208, -1.323], [-4.563, -0.663, -0.833], [-4.995, 0.544, -3.620], [-3.515, -0.193, -3.060], [-4.748, 2.289, -1.763], [-3.597, 2.376, -3.083], [-3.028, 1.054, -0.385], [-2.600, 2.703, -0.787], [1.000, -1.709, -1.471], [2.023, -0.827, -2.611], [0.426, -1.605, -4.468], [-0.342, -2.643, -3.276], [2.599, -2.763, -4.119], [1.343, -3.851, -4.659], [2.329, -3.589, -1.760], [2.644, -4.928, -2.853], [1.004, -4.634, -2.277], [1.958, 0.795, -4.407], [1.679, 3.033, -5.429], [-0.154, 4.517, -4.746], [-1.792, 3.820, -3.025], [-3.608, -0.523, 2.370], [-4.015, 1.222, 1.965], [-4.273, 2.319, 1.713]],
  "lowdin_charge": [0.3646, 0.1149, -0.2942, 0.0284, -0.1107, -0.1317, -0.7438, 0.8069, -0.0237, 0.1285, 0.1283, 0.1037, 0.1250, -0.0428, -0.3437, -0.0337, -0.0862, -0.0090, 0.0105, -0.0151, -0.0889, -0.3583, -0.0576, -0.0410, -0.2995, 0.0682, 0.0909, 0.0917, 0.0331, 0.1337, 0.0463, 0.0687, 0.0998, 0.1239, 0.1255, 0.1239, 0.1310, 0.0123, 0.0925, 0.0479, 0.0623, 0.0880, 0.0875, -0.0987, -0.2468, -0.1670, -0.1499, -0.0239, -0.5754, 0.7652, 0.0011, -0.1679, -0.1775, -0.2467, -0.0990, -0.1475, 0.0058, -0.0619, -0.0554, 0.0068, -0.1782, 0.0770, 0.0828, 0.0223, 0.1100, 0.1000, 0.1254, 0.1010, 0.0453, 0.1249, 0.0680, 0.1257, 0.1186, 0.1184, 0.1099, 0.1120, 0.0436, 0.0791, 0.0858, 0.1170, 0.1112, 0.1129, 0.1226, 0.5834, -0.7968, 0.0581],
  "total_charge": 1,
  "lumo_energy_ev": [-4.877, -4.879],
  "largest_force_ev_per_a": 0.8,
  "e_homo_ev": [-10.5, -10.5],
  "e_above_lowest_kcal_mol": 0.0
}